(a)
24
Properties=species:S:1:pos:R:3 method="wB97M-V/def2-TZVPD" orbital_gap_ev=9.7 smiles="O=c1cc[nH]c(=O)[nH]1.O=c1cc[nH]c(=O)[nH]1" lumo_energy_ev=0.09
C -2.855 -0.826 1.819
C -2.613 -0.438 3.195
C -1.881 0.649 3.265
C -1.986 1.235 0.894
C 1.356 -1.084 -1.734
C 1.944 -1.253 -0.460
C 2.943 -0.474 -0.139
C 2.998 0.572 -2.444
H -2.846 -0.321 -0.119
H -2.648 -1.121 3.929
H -1.525 1.032 4.270
H -0.855 2.223 2.365
H 1.604 -0.137 -3.602
H 1.354 -2.162 -0.102
H 3.512 -0.390 0.869
H 4.005 1.371 -0.650
N -2.798 0.052 0.828
N -1.578 1.510 2.230
N 1.953 -0.246 -2.617
N 3.428 0.432 -1.130
O -3.231 -1.993 1.607
O -1.756 1.953 -0.019
O 0.204 -1.534 -1.906
O 3.649 1.197 -3.246

(b)
24
Properties=species:S:1:pos:R:3 method="wB97M-V/def2-TZVPD" orbital_gap_ev=9.9 smiles="O=c1cc[nH]c(=O)[nH]1.O=c1cc[nH]c(=O)[nH]1" lumo_energy_ev=0.54
C -2.625 1.032 -0.374
C -3.400 0.522 -1.522
C -4.133 -0.575 -1.316
C -3.507 -0.789 1.029
C 2.100 0.167 0.265
C 2.842 1.268 0.752
C 4.110 1.210 0.774
C 4.184 -1.029 -0.411
H -2.359 0.767 1.644
H -3.376 1.073 -2.430
H -4.839 -0.961 -2.089
H -4.694 -2.093 -0.019
H 2.063 -1.664 -0.422
H 2.335 2.078 1.068
H 4.771 1.944 1.024
H 5.678 -0.228 0.339
N -2.830 0.390 0.819
N -4.167 -1.255 -0.110
N 2.822 -0.848 -0.421
N 4.712 0.208 0.019
O -1.919 2.028 -0.444
O -3.499 -1.377 2.075
O 0.881 0.138 0.437
O 4.848 -2.005 -0.688

Winner for stability: (b)

(a)
9
Properties=species:S:1:pos:R:3 method="wB97M-V/def2-TZVPD" orbital_gap_ev=8.3 lumo_energy_ev=-0.45
O -0.035 0.207 1.786
C -1.410 -0.105 0.131
N -0.994 -0.922 -0.811
N 0.324 -0.551 -1.100
C 0.760 0.427 -0.371
N -0.287 0.759 0.468
H -0.904 0.337 2.207
H 0.832 -1.077 -1.797
H 1.715 0.923 -0.513

(b)
9
Properties=species:S:1:pos:R:3 method="wB97M-V/def2-TZVPD" orbital_gap_ev=10.3 lumo_energy_ev=0.85
N 1.878 0.452 0.019
C 0.641 0.236 -0.126
N 0.240 -1.109 -0.103
O -1.155 -1.089 0.147
C -1.474 0.203 -0.071
N -0.520 1.033 -0.258
H 2.144 1.407 -0.160
H 0.785 -1.565 0.618
H -2.539 0.432 -0.066

Winner for stability: (b)

(a)
9
Properties=species:S:1:pos:R:3 method="wB97M-V/def2-TZVPD" orbital_gap_ev=9.3 lumo_energy_ev=0.45
C 0.075 -0.565 0.462
C -0.633 0.468 -1.167
H 0.061 -2.375 1.028
H -1.240 1.287 -1.901
H 0.270 2.413 -0.244
N 0.542 -1.532 1.202
N -0.786 -0.705 -0.747
N 0.092 1.319 -0.414
O 0.666 0.710 0.632

(b)
9
Properties=species:S:1:pos:R:3 method="wB97M-V/def2-TZVPD" orbital_gap_ev=10.3 lumo_energy_ev=0.41
O -0.823 -2.088 -0.156
C -0.343 -0.891 0.195
C 0.064 -0.122 1.144
N 0.479 1.526 0.113
N 0.278 1.101 -1.077
N -0.182 0.017 -1.336
H -0.925 -2.029 -1.125
H 0.259 0.210 2.145
H 1.195 2.278 0.096

Winner for stability: (a)